{
  "formula": "C26H58BNO11",
  "method": "ωB97M-V/def2-TZVPD",
  "smiles": "C#CCOC(=O)N(B(C)O)[C@@H](C)CCC.COCCOC.COCCOC.COCCOC.COCCOC",
  "e_tot_ha": -1932.35794,
  "relative_energy_kcal_mol": 94.5,
  "gap_ev": 9.5,
  "total_charge": 0,
  "multiplicity": 1,
  "symbols": ["C", "C", "C", "O", "C", "O", "N", "B", "C", "O", "C", "C", "C", "C", "C", "H", "H", "H", "H", "H", "H", "H", "H", "H", "H", "H", "H", "H", "H", "H", "H", "H", "H", "C", "O", "C", "C", "O", "C", "H", "H", "H", "H", "H", "H", "H", "H", "H", "H", "C", "O", "C", "C", "O", "C", "H", "H", "H", "H", "H", "H", "H", "H", "H", "H", "C", "O", "C", "C", "O", "C", "H", "H", "H", "H", "H", "H", "H", "H", "H", "H", "C", "O", "C", "C", "O", "C", "H", "H", "H", "H", "H", "H", "H", "H", "H", "H"],
  "positions_angstrom": [[-4.773690, 1.207045, 1.526099], [-3.912110, 2.078756, 1.094720], [-2.788783, 3.123743, 0.648317], [-3.244081, 4.175644, -0.250168], [-4.657557, 4.115608, -0.508386], [-5.014612, 3.421823, -1.532981], [-5.720958, 4.806057, 0.225792], [-5.238170, 5.825908, 1.209995], [-4.136906, 5.634017, 2.391630], [-5.809280, 7.182410, 1.075751], [-6.808440, 3.914082, 0.723725], [-6.950906, 3.786262, 2.320596], [-8.198078, 4.437725, 0.010347], [-9.476189, 4.417390, 0.997090], [-10.804201, 4.721406, 0.128436], [-5.477257, 0.486576, 2.075289], [-2.324308, 3.641862, 1.576751], [-1.899221, 2.581779, 0.130267], [-4.001344, 4.508218, 2.661959], [-3.139969, 6.176671, 2.222466], [-4.602064, 6.112487, 3.349712], [-5.025426, 7.709805, 0.751194], [-6.676007, 2.829686, 0.320614], [-7.448513, 4.695333, 2.837663], [-5.968659, 3.470453, 2.861360], [-7.681475, 2.897686, 2.512288], [-8.105253, 5.499095, -0.416416], [-8.448224, 3.692241, -0.850824], [-9.390823, 5.257846, 1.799945], [-9.639064, 3.399365, 1.519481], [-10.585043, 5.471564, -0.724564], [-11.136356, 3.738243, -0.385849], [-11.698321, 5.101468, 0.741775], [-1.921322, -3.510902, -1.750462], [-3.282864, -3.746705, -2.083837], [-4.056268, -4.139225, -0.951323], [-4.892540, -2.976867, -0.419996], [-4.064642, -1.952228, 0.126852], [-3.907217, -0.851270, -0.758839], [-1.444612, -3.008461, -2.595644], [-1.822166, -2.874052, -0.868135], [-1.412344, -4.464134, -1.578011], [-3.416863, -4.553614, -0.164199], [-4.732613, -4.932364, -1.286849], [-5.527562, -3.344519, 0.392809], [-5.547349, -2.574622, -1.201548], [-4.826946, -0.259946, -0.780320], [-3.654536, -1.176372, -1.771718], [-3.097343, -0.223548, -0.384607], [2.120345, -1.995866, -6.620878], [1.689331, -0.656904, -6.418272], [0.554357, -0.579084, -5.556861], [0.955004, -0.149765, -4.146930], [1.745220, -1.150931, -3.506826], [3.130605, -0.834986, -3.516296], [3.104135, -1.969263, -7.095751], [2.204553, -2.543501, -5.679071], [1.423596, -2.512422, -7.288092], [0.011041, -1.530146, -5.537150], [-0.113036, 0.180260, -5.977380], [0.047450, -0.024939, -3.547173], [1.480998, 0.811726, -4.163206], [3.334012, -0.042407, -2.790051], [3.470037, -0.522427, -4.507584], [3.687981, -1.727031, -3.224816], [6.274400, 0.001892, -1.927292], [5.504839, -0.580766, -0.884478], [6.251462, -1.535519, -0.130159], [6.718368, -0.950562, 1.200973], [7.678813, 0.086148, 1.001467], [7.114169, 1.382177, 1.138583], [5.727477, 0.865415, -2.313947], [7.250850, 0.340425, -1.572562], [6.405592, -0.721140, -2.738408], [7.099640, -1.916199, -0.709606], [5.579676, -2.375833, 0.073539], [7.212701, -1.739744, 1.776611], [5.868471, -0.587621, 1.790588], [6.929336, 1.595481, 2.195948], [6.182993, 1.482317, 0.574626], [7.831327, 2.110513, 0.755370], [7.923743, -6.756727, 3.593881], [8.986753, -6.138809, 4.306763], [9.701801, -5.200199, 3.504431], [9.295000, -3.765037, 3.832158], [7.943530, -3.510868, 3.451953], [7.053790, -3.543830, 4.559232], [7.292067, -7.283916, 4.312917], [7.309397, -6.024956, 3.063691], [8.327778, -7.484453, 2.883563], [9.565969, -5.412029, 2.438249], [10.764021, -5.324854, 3.738901], [9.924975, -3.081367, 3.253903], [9.449618, -3.545734, 4.894780], [7.178618, -2.638685, 5.161414], [7.213855, -4.426478, 5.183839], [6.031733, -3.570801, 4.176641]],
  "atomic_forces_ev_per_a": [[4.1228, 4.1547, -1.2263], [-3.0930, -3.3411, 2.0320], [0.4059, -1.1197, 0.8827], [-2.3412, -0.0739, 0.8846], [-2.5013, -3.1668, -4.4334], [1.7817, 2.9939, 4.6952], [3.5533, -1.1580, 0.9674], [-0.0925, 2.1643, 0.2557], [-0.4850, -0.5391, 1.1316], [2.1839, -1.8777, -0.6548], [-2.2920, -0.8970, -0.7846], [-0.3067, -0.7364, 0.4529], [-0.7965, -0.9526, 0.6671], [-0.7350, 0.7467, -0.3466], [0.0539, -0.5161, -0.5317], [1.5116, 1.5209, -1.4132], [-1.0812, -1.0373, -1.3846], [-1.8385, 0.7317, 0.7095], [0.1295, 2.0725, -0.5690], [-1.3821, -0.9341, 0.1331], [0.7850, -0.6874, -1.6530], [-1.3025, -0.3567, 0.7715], [0.2492, 2.1492, 0.6703], [1.0945, -1.3221, -0.9275], [-1.6726, 0.7999, -1.1445], [1.2456, 1.5967, -0.3842], [0.1240, -1.6491, 0.6700], [0.5756, 1.4856, 1.3234], [-0.0007, -1.5980, -1.3137], [0.4655, 1.6858, -0.7798], [-0.3380, -1.0836, 1.4900], [0.4881, 1.5979, 0.7713], [1.4729, -0.5434, -0.8012], [-0.0233, 0.0122, -0.2237], [0.1044, 0.0553, 0.4266], [-0.3270, 0.2476, -0.4557], [0.3939, -0.1527, 0.3612], [-0.0940, -0.0698, -0.2990], [0.0554, -0.0311, -0.0606], [-0.1139, -0.0975, 0.0389], [-0.0297, -0.0379, 0.0104], [0.0932, 0.0328, 0.0773], [-0.0226, 0.1233, -0.0032], [-0.0073, 0.0068, 0.0484], [-0.0075, -0.0325, -0.0302], [0.1258, -0.0532, -0.0215], [0.0727, 0.0672, -0.1386], [-0.0502, -0.0693, 0.0298], [-0.1266, -0.1025, 0.0664], [0.0926, 0.1571, -0.1255], [-0.1018, -0.3376, 0.2631], [0.3010, 0.5262, -0.0011], [-0.1995, -0.5421, -0.0069], [0.0974, 0.2585, -0.2792], [-0.0304, -0.0727, 0.0954], [-0.1321, 0.0948, 0.0163], [-0.0486, 0.0180, -0.0003], [0.0096, -0.1181, 0.0349], [0.0909, 0.0226, 0.0781], [-0.0194, -0.0276, 0.0406], [-0.0064, 0.0226, -0.0346], [0.0016, -0.0946, -0.0977], [0.1087, 0.0043, -0.0202], [-0.0562, 0.0217, 0.0008], [-0.1317, 0.0532, 0.0699], [-0.2298, 0.0298, 0.0290], [0.4123, 0.0290, -0.0739], [-0.4453, 0.2419, 0.3731], [0.4475, -0.2750, -0.2954], [-0.3709, 0.1408, -0.0446], [0.1741, -0.0621, -0.0148], [-0.0226, -0.1285, 0.0723], [-0.0024, -0.0530, 0.0073], [0.1162, 0.0321, -0.0682], [0.0094, 0.1031, 0.0679], [0.0478, -0.0059, 0.0163], [-0.0523, -0.0029, -0.0086], [-0.0032, 0.0146, -0.1442], [-0.0967, 0.0840, 0.0019], [0.0009, -0.0364, 0.0383], [0.0256, -0.1242, 0.0486], [0.0481, -0.0939, 0.1997], [-0.1773, 0.1757, -0.3682], [0.0457, 0.1131, 0.5879], [-0.0580, -0.1492, -0.5268], [0.0671, -0.1790, 0.3160], [-0.0540, 0.0693, -0.1194], [0.1553, 0.0553, -0.0161], [0.0468, 0.0072, -0.0187], [-0.0865, 0.0004, -0.0886], [-0.0761, 0.0747, 0.0610], [-0.0125, 0.0373, -0.0370], [0.0089, -0.0205, 0.0241], [-0.0407, -0.1185, -0.0599], [-0.0322, -0.0350, 0.1089], [0.0408, 0.0367, -0.0215], [0.1107, 0.0444, -0.0669]]
}

=====

{
  "formula": "C20H20IN4O7P3Pt",
  "method": "ωB97M-V/def2-TZVPD",
  "e_tot_ha": -2961.18735,
  "relative_energy_kcal_mol": 0.0,
  "gap_ev": [7.1, 7.8],
  "total_charge": 0,
  "multiplicity": 3,
  "symbols": ["Pt", "O", "P", "O", "O", "O", "P", "O", "O", "O", "H", "H", "N", "P", "C", "C", "C", "C", "C", "C", "C", "C", "C", "C", "C", "C", "C", "C", "C", "C", "C", "N", "H", "H", "H", "H", "H", "H", "H", "H", "H", "H", "H", "H", "H", "H", "H", "I", "C", "C", "N", "N", "C", "H", "H", "H"],
  "positions_angstrom": [[1.191919, -0.005186, 0.063573], [5.320187, 1.403064, 1.016130], [3.965220, 0.572614, 1.177198], [4.143193, -0.543195, 2.142112], [3.435609, 0.245310, -0.201866], [2.946320, 1.701205, 1.836491], [2.068754, 2.821609, 1.039372], [0.881809, 3.139541, 2.122921], [2.776282, 4.078796, 0.768399], [1.251094, 2.105055, -0.044869], [5.864857, 1.381819, 1.815772], [1.143591, 3.843197, 2.715065], [-1.077661, -1.713563, -0.947764], [-1.132165, -0.055262, -0.473577], [-2.922739, 0.094049, -0.222966], [-3.768703, -0.062354, -1.336433], [-5.141356, 0.007937, -1.188586], [-5.683367, 0.271314, 0.061592], [-4.869888, 0.451608, 1.169221], [-3.473645, 0.357715, 1.033146], [-0.916485, 0.930017, -1.987704], [-1.274123, 2.272493, -1.938165], [-0.941682, 3.118925, -2.988034], [-0.230919, 2.621937, -4.073627], [0.169471, 1.292992, -4.090117], [-0.186447, 0.436202, -3.063361], [0.021334, -2.537151, -0.893853], [-0.056173, -3.871237, -1.293608], [1.081953, -4.644250, -1.253816], [2.277284, -4.097098, -0.797420], [2.291659, -2.774313, -0.430833], [1.177741, -2.026497, -0.447797], [-1.902193, -2.143604, -1.338847], [-3.321025, -0.187221, -2.302000], [-5.775845, -0.172831, -2.030681], [-6.757732, 0.349107, 0.171943], [-5.319789, 0.652760, 2.136698], [-2.836026, 0.449769, 1.903367], [-1.734856, 2.696727, -1.053631], [-1.231107, 4.155358, -2.952182], [0.053140, 3.278766, -4.895505], [0.777774, 0.913525, -4.889991], [0.156823, -0.608564, -3.060838], [-1.002285, -4.273674, -1.653202], [1.033253, -5.683343, -1.576940], [3.177660, -4.672968, -0.764915], [3.159509, -2.245393, -0.080439], [2.699532, -1.472037, 5.985024], [1.615747, -0.861682, 4.343002], [0.877995, 0.295083, 4.276387], [0.490601, 0.457387, 3.007659], [0.937643, -0.535389, 2.228054], [1.609857, -1.352244, 3.029291], [0.650170, 1.027119, 5.008427], [0.173187, 1.327780, 2.583089], [2.135028, -2.211697, 2.639627]],
  "atomic_forces_ev_per_a": [[-0.1682, 0.2546, -0.0850], [0.0712, 0.1209, -0.2325], [0.5484, -0.3888, 0.8432], [-0.2312, 0.4814, -0.1569], [-0.1403, 0.1113, 0.1032], [-0.1572, 0.1249, -0.4615], [-0.3884, 0.6160, -0.0515], [-0.0494, -0.6519, 0.1444], [0.1726, -0.4621, -0.0979], [0.4929, -0.1035, 0.4374], [-0.2639, -0.1167, -0.1816], [0.1776, 0.3397, 0.1552], [-0.1510, -0.0193, -0.1086], [0.4045, -0.0746, -0.2817], [-0.6287, 0.0448, 0.1455], [0.1397, 0.2378, 0.7477], [0.4152, -0.1187, 0.2794], [-0.1413, 0.0765, 0.1908], [0.5459, -0.0293, -0.0859], [-0.5420, -0.2582, -0.2635], [-0.0145, -0.2150, 0.2474], [0.2015, 0.3162, -0.1605], [-0.0804, -0.3995, -0.0405], [0.1527, 0.1035, -0.1059], [-0.1023, 0.0021, -0.0564], [0.1654, -0.3196, 0.2385], [0.0988, 0.0911, 0.2083], [-0.1917, -0.2629, -0.2354], [-0.1887, -0.2159, 0.0168], [-0.0694, 0.1504, -0.1783], [-0.3160, -0.1006, 0.2775], [-0.2849, -0.0434, -0.4254], [-0.0634, 0.0692, 0.0285], [0.0610, -0.1638, -0.4601], [-0.2994, 0.0857, -0.3670], [0.0052, -0.0439, 0.0115], [0.1396, -0.0037, -0.0983], [0.0474, 0.0827, -0.0174], [-0.1570, -0.1273, -0.0174], [0.0110, 0.1842, 0.0209], [-0.0802, -0.1338, 0.2253], [0.1049, -0.0264, -0.3081], [-0.1996, 0.4874, -0.0878], [0.2246, 0.0901, 0.0988], [0.0468, 0.2314, 0.0957], [0.3312, -0.1871, 0.0261], [0.3787, 0.0283, 0.0594], [-0.1385, -0.1578, -0.1509], [-0.1684, 0.0515, -0.1282], [0.2184, -0.0367, -0.3418], [-0.3794, 0.2225, -0.0457], [0.1848, -0.0611, 0.1229], [0.4386, -0.2874, -0.1169], [-0.1181, 0.3966, 0.4985], [0.0524, -0.1095, 0.1260], [-0.1175, 0.1177, -0.0005]]
}

=====

{
  "formula": "C3H3NO2",
  "method": "ωB97M-V/def2-TZVPD",
  "smiles": "CC1=C(N=O)O1",
  "e_tot_ha": -321.06006,
  "relative_energy_kcal_mol": 199.3,
  "gap_ev": [8.1, 8.0],
  "total_charge": 0,
  "multiplicity": 1,
  "symbols": ["C", "C", "C", "N", "O", "O", "H", "H", "H"],
  "positions_angstrom": [[0.382050, -0.120942, -0.927392], [-1.255732, -0.461339, -0.412127], [1.342484, 0.156395, 0.176419], [-2.065612, 0.228169, 0.111871], [-3.004385, 0.870358, 0.453357], [-0.254480, -1.319535, -0.503897], [1.080932, 1.080497, 0.599869], [1.380779, -0.768713, 0.842588], [2.393968, 0.335113, -0.340684]],
  "atomic_forces_ev_per_a": [[0.7716, 0.2680, 0.0694], [-1.5982, 1.6817, 0.6202], [2.5186, -2.0061, -1.6706], [1.6331, -2.1101, -0.7979], [-0.6866, 0.7079, 0.2310], [-0.5447, -1.0115, -0.2186], [-0.2478, 1.2200, 1.0553], [0.1546, 1.6030, -0.3359], [-2.0006, -0.3529, 1.0471]]
}

=====

{
  "formula": "C10H17N2O2",
  "method": "ωB97M-V/def2-TZVPD",
  "e_tot_ha": -651.01838,
  "relative_energy_kcal_mol": 111.2,
  "gap_ev": [6.0, 6.0],
  "total_charge": -1,
  "multiplicity": 1,
  "symbols": ["C", "C", "C", "C", "C", "C", "C", "C", "C", "C", "N", "N", "O", "O", "H", "H", "H", "H", "H", "H", "H", "H", "H", "H", "H", "H", "H", "H", "H", "H", "H"],
  "positions_angstrom": [[-0.839095, 1.081411, 0.062653], [0.281034, -0.968324, 1.492986], [-0.997600, -1.382760, 0.820796], [1.386321, -0.649803, 0.460500], [-1.373914, -0.308362, -0.365257], [1.060355, 0.172939, -0.814249], [-1.661830, 2.193658, 0.716405], [2.817604, -0.123211, 0.954139], [-2.870927, -0.374422, -0.511044], [1.941110, 0.266559, -2.042307], [-0.759242, -0.760296, -1.586443], [0.327635, 1.366384, -0.409608], [-0.795519, -2.034390, -1.836811], [0.936359, 2.494521, -0.370454], [-0.082053, -0.116143, 2.105199], [0.638319, -1.725316, 2.264816], [-0.824866, -2.295096, 0.112971], [-1.776528, -1.610820, 1.683368], [1.757141, -1.704780, 0.024980], [-2.253864, 1.702764, 1.512344], [-2.303896, 2.492708, -0.032241], [-0.985073, 2.937886, 1.059217], [3.716398, -0.370115, 0.421087], [3.102410, -0.740824, 1.874672], [2.725599, 0.958036, 1.167600], [-3.336411, -0.547191, 0.368646], [-2.938897, -1.264032, -1.133624], [-3.195396, 0.460885, -1.039878], [2.964869, 0.090066, -1.721988], [1.770561, 1.251877, -2.482640], [1.569390, -0.493817, -2.755838]],
  "atomic_forces_ev_per_a": [[-1.0940, 0.2605, -1.2940], [0.4061, 0.4196, 0.9371], [-0.6896, -1.5830, -1.0939], [3.5792, -1.9338, -2.6643], [0.1028, -0.7332, 4.4466], [-2.4214, -1.3201, 0.2567], [1.1514, -3.4013, 0.8855], [-1.4612, -0.8038, 2.8500], [2.1056, -1.1145, -2.4037], [-1.1307, -0.3574, 1.0868], [2.1045, 1.1332, -1.4920], [0.8568, -1.4362, 0.1208], [0.1859, 1.1442, 0.7573], [-0.0257, 0.7445, 0.0064], [1.0086, 0.1830, -0.1511], [-0.1842, 0.7033, -1.1014], [-0.5327, 1.0181, 1.6133], [1.1010, 0.5538, -2.0555], [-1.3332, 1.7053, 0.6879], [0.1891, 0.5555, -0.1132], [-1.6023, 1.3162, -1.4225], [0.2901, 0.7525, 0.2996], [-0.1189, 0.2170, -1.4525], [-0.7163, 1.1309, -0.3121], [0.4487, -0.5214, 0.0973], [-1.7112, -0.1972, 2.8105], [-0.7163, -0.1002, -0.1192], [-1.0293, 1.4361, -0.9237], [0.3604, 0.1550, -0.5696], [0.4218, -0.0633, 0.0717], [0.4549, 0.1368, 0.2414]]
}